Record 1
Molecular formula: C5H4N4O3S
Method: DFT, ωB97M-V/def2-TZVPD

Element x y z (Å)
C 1.320 1.819 -0.355
C -0.981 2.135 -0.983
C 1.492 -1.769 1.028
C 0.995 0.434 0.061
C -0.340 0.014 -0.244
N 0.317 2.511 -0.909
N -1.277 0.935 -0.605
N 1.710 -0.474 0.671
N 2.224 -2.706 0.754
O -3.137 -1.367 -1.001
O -0.829 -1.069 0.090
O -2.973 -0.763 1.458
S -2.562 -0.602 0.094
H 2.334 2.227 -0.419
H -1.654 2.934 -1.159
H 0.579 -1.929 1.628
H 2.783 -2.330 -0.110

Calculated values
Energy relative to the best compared isomer or geometry (same formula, charge and spin): 4.701 eV
HOMO energy (spin up / spin down): -0.3339 / -0.3281 hartree
LUMO energy (spin up / spin down): -1.818 / -2.605 eV
Kohn-Sham gap (spin up / spin down): 7.3 / 6.3 eV
Total charge: 0

***

Record 2
Molecular formula: C5H4N4S
Method: DFT, ωB97M-V/def2-TZVPD

Element x y z (Å)
S 0.140 2.666 -2.365
N 1.358 -0.775 -0.812
N -0.881 -1.594 1.966
C 0.316 1.369 -1.351
C 1.368 0.337 -1.503
C -1.275 -0.423 1.629
C 0.360 -0.894 0.177
C -0.543 0.063 0.476
N 0.170 -1.877 1.140
N -0.609 1.209 -0.299
H 2.126 0.473 -2.303
H -2.039 0.154 2.171
H 0.810 -2.650 1.219
H -1.302 1.942 -0.146

Calculated values
Energy relative to the best compared isomer or geometry (same formula, charge and spin): 1.855 eV
HOMO energy: -0.3034 hartree
LUMO energy: -0.796 eV
Structure (SMILES): S=c1cnc2[nH]ncc2[nH]1
Kohn-Sham gap: 7.5 eV
Total charge: 0

***

It is found that the E_tot values, taken in the order of the records, are -28181.9524; -22044.4154 eV.